(1)
Computed, not measured: 4 unconnected molecules or ions with the total composition C8H12N2O2 in a non-equilibrium geometry, with ωB97M-V with the def2-TZVPD basis set.

Each line ends with the Löwdin charge.
Element x y z (Å)
C -1.663 -0.572 2.006  -0.323
C -0.142 0.048 1.725  -0.151
C 0.339 -0.007 0.212  -0.209
C 0.354 1.367 -0.196  0.031
C 0.574 1.343 -1.673  -0.295
C 1.000 0.254 -2.461  -0.326
C 1.322 -0.930 -1.720  0.039
C 0.833 -1.187 -0.439  -0.416
H -3.628 -0.295 1.834  0.067
H -2.673 0.301 0.582  0.112
H -1.742 -0.815 3.105  0.114
H -1.717 -1.598 1.744  0.056
H 0.767 -0.521 2.300  0.142
H -0.224 1.054 1.955  0.045
H -0.285 2.037 0.419  0.118
H 1.188 3.415 -1.646  0.347
H 1.495 1.458 -3.562  0.154
H 1.967 -1.584 -2.300  0.121
H -0.048 -1.941 1.655  0.242
H 2.439 -2.616 0.648  0.219
N -2.792 0.249 1.654  -0.013
N 0.849 -2.376 0.367  -0.015
O 0.412 2.492 -2.480  -0.110
O 1.375 0.425 -3.729  0.051

Output
- energy above the lowest of the compared OMol25 structures with the same formula, charge and spin (kJ/mol) = 1217.7
- E_LUMO (eV) = -1.052
- HOMO energy (eV) = -7.79
- HOMO-LUMO gap (eV) = 6.740

=====

(2)
Computed, not measured: C8H12N2O5 in the gas phase in a non-equilibrium geometry, with ωB97M-V with the def2-TZVPD basis set.

Each line ends with the Löwdin charge.
Element x y z (Å)
O 4.118 -0.629 -0.516  0.092
O 0.050 0.309 1.963  0.050
O -5.214 0.599 0.440  -0.038
O -4.739 1.296 2.478  -0.009
O 3.528 -1.469 -2.588  -0.035
C 3.279 -0.919 -1.367  -0.465
C 0.157 0.054 0.783  -0.474
C -4.430 1.067 1.313  -0.714
C 1.897 -0.532 -1.032  0.059
C 1.488 -0.293 0.285  0.061
N -0.978 -0.067 0.001  0.077
C 4.836 -2.012 -2.773  -0.048
C -2.374 -0.059 0.502  -0.109
C -2.947 1.315 0.911  -0.209
N -2.198 1.958 2.011  0.221
H 1.204 -0.456 -1.861  0.107
H 2.235 -0.299 1.074  0.127
H -0.883 -0.338 -0.977  0.133
H 5.555 -1.205 -2.954  0.101
H 5.152 -2.590 -1.913  0.092
H 4.805 -2.696 -3.631  0.098
H -2.468 -0.765 1.359  0.151
H -3.021 -0.526 -0.298  0.151
H -2.941 1.943 0.004  0.158
H -1.986 2.922 1.765  0.169
H -2.791 1.975 2.841  0.145
H -1.335 1.415 2.181  0.106

Output
- energy above the lowest of the compared OMol25 structures with the same formula, charge and spin (kJ/mol) = 0.0
- E_LUMO (eV) = -1.274
- SMILES = COC(=O)/C=C/C(=O)NC[C@H]([NH3+])C(=O)[O-]
- HOMO energy (eV) = -8.42
- HOMO-LUMO gap (eV) = 7.148

=====

- Which of these has the highest HOMO energy?
  C8H12N2O2